Below is C3H9NO as an isolated structure, with properties calculated with ωB97M-V/def2-TZVPD.

Each line ends with the Löwdin charge.
Element x y z (Å)
1 C 1.789 0.164 -1.471  -0.024
2 C 0.403 -0.264 -1.259  0.041
3 C 0.058 -0.712 0.031  -0.062
4 N -1.228 -0.931 0.589  0.125
5 H 2.120 0.874 -0.703  0.132
6 H 2.039 0.521 -2.437  0.090
7 H 2.398 -0.729 -1.246  0.127
8 H -0.427 0.177 -1.806  0.151
9 H 0.782 -0.678 0.839  0.165
10 H -1.764 -1.513 -0.066  0.140
11 H -1.087 0.082 0.191  0.143
12 H -1.670 0.450 1.891  -0.030
13 H -1.991 1.301 3.109  0.054
14 O -1.421 1.259 2.338  -0.052

Multiplicity   2
Energy above the lowest of the compared OMol25 structures with the same formula, charge and spin   79.5 kcal/mol
Net charge   +1
Gap between HOMO and LUMO (spin up / spin down)   9.374 / 6.363 eV
E_LUMO (spin up / spin down)   -5.60 / -8.61 eV